# 1
56
Properties=species:S:1:pos:R:3 method="wB97M-V/def2-TZVPD" homo_lumo_gap_ev="3.129 / 3.127" charge=0 relative_energy_ev=0.241 e_homo_ev="-3.0 / -3.0" energy_ha=-1496.0686
C -0.458 -0.161 4.573
C -1.383 0.131 3.525
C -1.395 -0.978 2.620
H -2.067 0.975 3.491
C -0.470 -1.953 3.115
C 0.108 -1.442 4.319
H 0.763 -1.994 4.983
H -0.312 0.428 5.472
H -2.076 -1.117 1.782
H -0.332 -2.953 2.711
Mg 0.742 -0.088 2.619
C 0.775 0.402 -0.867
H 0.085 -0.568 -0.943
H 1.664 -0.112 -0.448
H 0.237 1.065 -0.158
Si -0.130 -0.137 -2.484
C -1.021 1.395 -3.028
C -2.247 1.782 -2.455
H -2.696 1.175 -1.666
C -2.888 2.951 -2.895
H -3.837 3.243 -2.440
C -2.312 3.731 -3.910
H -2.818 4.640 -4.245
C -1.083 3.349 -4.473
H -0.634 3.970 -5.253
C -0.439 2.185 -4.037
H 0.519 1.886 -4.474
C -1.198 -1.623 -2.840
C -2.232 -1.516 -3.796
H -2.376 -0.580 -4.342
C -3.080 -2.602 -4.039
H -3.899 -2.504 -4.755
C -2.871 -3.816 -3.365
H -3.540 -4.661 -3.542
C -1.806 -3.943 -2.460
H -1.632 -4.891 -1.950
C -0.957 -2.861 -2.211
H -0.102 -2.953 -1.537
H 1.300 1.122 -1.530
H 1.317 -0.307 -2.884
C 1.626 2.488 3.861
O 1.617 1.691 2.639
C 2.901 1.650 1.890
C 3.609 0.319 2.121
O 2.600 -0.721 2.287
C 3.145 -1.976 2.723
H 2.064 1.905 4.690
H 2.213 3.401 3.682
H 0.577 2.720 4.085
H 3.517 2.497 2.220
H 2.615 1.765 0.833
H 4.241 0.077 1.254
H 4.233 0.387 3.028
H 4.091 -2.180 2.196
H 3.331 -1.951 3.810
H 2.397 -2.743 2.500

=====

# 2
56
Properties=species:S:1:pos:R:3 method="wB97M-V/def2-TZVPD" homo_lumo_gap_ev=8.397 charge=0 relative_energy_ev=2.729 e_homo_ev=-7.8 energy_ha=-1116.2682
C -0.163 -0.250 -6.770
O 0.913 -1.016 -6.291
C 0.997 -1.271 -4.954
C 2.086 -2.036 -4.546
C 2.243 -2.344 -3.211
C 1.341 -1.906 -2.254
C 1.545 -2.247 -0.804
N 2.738 -1.598 -0.261
C 2.788 -0.161 -0.454
C 1.806 0.601 0.442
N 2.093 0.288 1.831
C 1.393 1.121 2.785
C -0.141 1.026 2.784
C -0.765 2.003 3.785
C -2.263 1.919 3.720
C -2.967 2.649 2.771
C -4.343 2.540 2.672
C -5.034 1.694 3.523
C -4.342 0.961 4.471
C -2.966 1.072 4.566
C 1.974 -1.137 2.072
C 2.943 -1.887 1.145
C 0.252 -1.130 -2.666
O -0.606 -0.710 -1.685
C -1.719 0.072 -2.036
C 0.081 -0.819 -4.011
H -0.163 0.759 -6.344
H -0.020 -0.181 -7.848
H -1.125 -0.732 -6.566
H 2.788 -2.376 -5.290
H 3.089 -2.930 -2.888
H 0.629 -1.997 -0.253
H 1.716 -3.326 -0.710
H 3.806 0.158 -0.212
H 2.591 0.064 -1.504
H 0.778 0.332 0.153
H 1.937 1.677 0.296
H 1.767 0.861 3.781
H 1.683 2.157 2.579
H -0.451 0.010 3.038
H -0.521 1.253 1.786
H -0.437 3.017 3.545
H -0.417 1.761 4.791
H -2.432 3.313 2.106
H -4.877 3.116 1.931
H -6.109 1.609 3.448
H -4.876 0.300 5.139
H -2.431 0.498 5.309
H 0.947 -1.507 1.904
H 2.241 -1.337 3.113
H 3.964 -1.582 1.391
H 2.851 -2.964 1.305
H -2.241 0.277 -1.102
H -1.418 1.021 -2.494
H -2.393 -0.463 -2.712
H -0.762 -0.225 -4.321

=====

# 3
85
Properties=species:S:1:pos:R:3 method="wB97M-V/def2-TZVPD" homo_lumo_gap_ev=7.782 charge=0 e_homo_ev=-8.4 energy_ha=-5768.1978
O 2.372 6.607 0.511
P 1.052 6.690 -0.133
O -0.151 6.276 0.822
O 0.647 8.163 -0.601
P 0.802 5.438 -1.905
C 0.456 3.811 -1.196
C -0.769 3.426 -0.726
C -1.976 4.291 -0.757
C -2.362 4.961 -1.909
C -3.494 5.760 -1.922
C -4.264 5.881 -0.780
C -3.891 5.206 0.374
C -2.759 4.416 0.388
C -0.951 2.114 -0.160
C 0.039 1.193 -0.088
C 1.305 1.560 -0.599
N 2.398 0.784 -0.662
S 3.539 1.657 -1.347
N 2.772 3.034 -1.588
C 1.519 2.859 -1.140
H 0.155 6.403 1.733
H 0.878 8.320 -1.525
H 2.154 5.345 -2.240
H -1.764 4.868 -2.807
H -3.761 6.281 -2.831
H -5.156 6.490 -0.790
H -4.502 5.293 1.261
H -2.479 3.877 1.282
H -1.933 1.857 0.211
H -0.146 0.209 0.315
C -4.487 2.376 4.838
C -5.285 3.481 4.176
O -5.052 3.278 2.774
S -4.900 1.715 2.465
O -6.138 1.199 2.011
O -3.703 1.522 1.731
O -4.679 1.247 3.975
H -3.422 2.612 4.876
H -4.845 2.131 5.833
H -4.949 4.476 4.454
H -6.354 3.383 4.372
C 3.456 -2.489 -1.801
C 2.577 -3.279 -0.865
O 2.943 -4.649 -1.108
S 4.490 -4.738 -1.483
O 5.238 -5.084 -0.323
O 4.622 -5.490 -2.677
O 4.720 -3.187 -1.773
H 3.071 -2.503 -2.821
H 3.577 -1.465 -1.468
H 1.517 -3.130 -1.051
H 2.795 -3.045 0.179
C -0.504 0.833 -5.784
C -0.158 2.006 -4.887
O -0.166 1.437 -3.570
S 0.343 -0.072 -3.620
O 1.724 -0.122 -3.288
O -0.588 -0.887 -2.932
O 0.200 -0.273 -5.196
H -1.573 0.615 -5.771
H -0.167 0.967 -6.808
H -0.887 2.810 -4.933
H 0.840 2.398 -5.095
C 0.092 -5.900 0.419
C -0.770 -6.224 1.617
O -1.051 -4.938 2.199
S -1.169 -3.835 1.057
O -2.527 -3.633 0.706
O -0.327 -2.748 1.413
O -0.478 -4.687 -0.107
H 1.120 -5.695 0.719
H 0.084 -6.673 -0.342
H -0.245 -6.850 2.333
H -1.722 -6.692 1.359
C 4.119 -5.541 3.146
C 5.033 -6.749 3.154
O 4.144 -7.852 3.422
S 2.732 -7.579 2.746
O 2.660 -8.214 1.479
O 1.711 -7.778 3.712
O 2.931 -6.017 2.492
H 3.857 -5.221 4.156
H 4.525 -4.705 2.584
H 5.790 -6.706 3.932
H 5.505 -6.905 2.183